Density functional theory data (ωB97M-V/def2-TZVPD) for C18H27F6MgN9P as an isolated structure in a non-equilibrium geometry.

Multiplicity   2
Net charge   +2
HOMO (spin up / spin down)   -0.5644 / -0.5643 hartree

Structure (XYZ):
```
62
C18H27F6MgN9P, DFT ωB97M-V/def2-TZVPD
H -13.519 19.963 -7.120
H -10.241 11.709 -3.560
C -14.282 19.793 -6.360
H -8.702 12.681 -3.764
H -15.415 14.673 -9.502
C -10.405 13.401 -2.567
N -12.260 17.222 -10.795
H -9.158 11.775 -2.260
N -11.111 14.244 -2.211
N -11.202 12.678 -8.852
N -13.664 17.352 -1.183
H -15.440 13.554 -8.032
H -10.979 19.007 -5.085
P -14.130 15.591 -4.869
H -14.442 16.447 -8.863
H -11.069 12.629 -5.674
H -17.691 18.034 -1.816
H -9.572 18.005 -5.184
H -15.145 20.430 -6.555
H -14.253 11.794 0.972
F -15.061 14.285 -4.533
F -13.409 15.498 -3.391
C -14.045 13.746 0.024
H -15.673 19.810 -1.500
F -14.675 15.626 -6.452
H -14.623 18.779 -6.152
H -12.920 15.998 -7.957
F -12.904 14.604 -5.305
C -15.543 13.664 -9.111
C -18.967 17.367 -3.615
C -16.934 13.397 -9.394
H -9.431 19.254 -4.037
C -10.170 18.590 -4.485
C -12.781 16.975 -9.835
H -13.860 13.206 1.929
C -14.156 18.444 -1.039
C -14.469 12.855 1.095
H -13.446 17.675 -8.028
N -19.626 17.476 -4.528
H -14.193 20.637 -1.297
C -18.121 17.218 -2.397
C -11.417 12.433 -7.722
H -18.692 16.713 -1.618
H -17.297 16.619 -2.785
F -13.303 16.969 -5.089
Mg -12.458 15.741 -1.771
H -11.526 10.976 -6.303
N -13.451 20.404 -3.953
N -13.718 14.499 -0.808
C -13.852 20.138 -5.000
N -18.015 13.216 -9.658
C -11.708 12.050 -6.341
H -14.806 13.015 -9.584
C -9.510 12.374 -3.100
H -15.085 19.860 0.081
C -10.682 17.750 -3.390
N -11.068 17.036 -2.570
C -14.735 19.759 -0.946
C -13.430 16.734 -8.579
F -15.527 16.354 -4.352
H -15.523 13.067 1.274
H -12.729 12.330 -6.079
```

Density functional theory data (ωB97M-V/def2-TZVPD) for C23H21Br2N4O2S2Se3TeY as an isolated structure.

Energy above the lowest of the compared OMol25 structures with the same formula, charge and spin   0.0000 eV
Net charge   -2
HOMO   -0.0140 hartree

Structure (XYZ):
```
59
C23H21Br2N4O2S2Se3TeY, DFT ωB97M-V/def2-TZVPD
H -5.309 -0.215 3.924
Se 2.721 0.967 -1.710
N -4.379 -0.575 4.033
H 0.028 2.658 -1.478
H -3.740 -1.198 -1.328
Y 0.281 -0.523 -0.443
C -4.144 -1.843 4.700
H 1.265 -2.891 -4.540
Te 4.187 0.560 0.249
C -2.466 0.449 -1.575
H 3.736 -6.582 -2.368
Se 3.424 2.415 1.798
H 2.750 -4.725 -1.009
H -4.394 -2.458 -0.015
C -1.299 -3.460 0.971
Br -3.484 -6.616 2.583
C -2.988 -5.017 1.660
H -1.580 4.077 -2.681
C -2.251 -2.627 0.313
S -3.837 1.610 2.651
Br 3.785 -7.154 -5.260
C -0.962 2.284 -1.724
C -1.757 -1.500 4.157
H -4.392 0.805 -2.533
S 0.960 -0.180 2.220
C 3.195 -5.774 -2.839
C 3.036 -5.747 -4.214
N -1.200 1.012 -1.323
H -0.248 -3.194 0.923
C -3.424 1.246 -2.321
O 1.541 -2.616 -0.634
C 1.954 -3.714 -2.704
H -3.866 3.090 -3.247
H -2.648 -3.395 4.677
H -0.893 -5.222 2.102
C -3.130 2.503 -2.707
N -2.163 -0.255 3.527
H -3.092 -2.776 3.084
C 2.349 -4.729 -4.853
C -2.902 -2.493 4.119
H -1.437 -1.315 5.190
C 2.648 -4.745 -2.086
C -3.423 0.183 3.441
C -2.767 -0.785 -1.099
C 1.807 -3.709 -4.084
C -1.654 -4.618 1.624
H -1.456 0.264 3.023
N -1.834 -1.528 -0.346
Se 1.108 1.963 1.811
H -4.024 -1.695 5.781
O 0.725 -1.693 -2.467
C -1.847 3.070 -2.395
H -0.896 -1.878 3.608
C 1.364 -2.600 -1.884
C -3.606 -3.062 0.408
H -4.997 -4.532 1.101
H 2.242 -4.733 -5.929
H -5.017 -2.481 4.547
C -3.955 -4.236 1.053
```

Density functional theory data (ωB97M-V/def2-TZVPD) for C26H18IrN3O2S2 as an isolated structure.

Multiplicity   5
Energy above the lowest of the compared OMol25 structures with the same formula, charge and spin   0.0305 eV
Net charge   -2
HOMO (spin up / spin down)   0.0037 / -0.0441 hartree

Structure (XYZ):
```
52
C26H18IrN3O2S2, DFT ωB97M-V/def2-TZVPD
H 2.742 -0.187 3.996
H -2.053 5.757 3.545
C 2.584 1.320 0.488
Ir -0.320 0.027 -0.251
H -3.715 -4.056 5.655
O 1.357 1.436 -3.800
C 3.193 -2.058 -4.618
H -1.685 -3.670 7.051
H 4.659 1.033 3.141
C 3.039 -3.183 -3.810
H 0.965 -0.855 4.487
H -0.805 3.725 4.278
C -1.458 2.757 1.044
H -2.910 5.865 1.208
C -0.978 2.739 2.399
H 4.586 2.031 0.821
C -2.985 -2.846 4.036
H 2.121 -3.983 -2.056
C 2.237 -3.115 -2.695
C 1.530 0.113 2.188
S -2.177 -1.232 2.000
H 0.150 -2.267 6.181
H -0.428 1.867 2.729
H 2.491 1.724 -0.516
C -1.773 -3.221 6.068
H 2.609 -0.006 -4.866
C 1.546 -1.941 -2.317
C -2.167 3.944 0.667
C 2.521 -0.903 -4.268
S 0.621 -2.087 -0.839
C -1.255 1.692 0.174
C -0.740 -2.432 5.581
C -2.904 -3.438 5.293
N -0.629 -0.666 1.657
H -3.866 -3.003 3.424
C -1.890 4.933 2.860
H -2.539 4.004 -0.350
C -1.970 -2.039 3.545
N 1.524 0.673 0.932
H 3.551 -4.111 -4.048
C 3.745 1.492 1.232
C -1.190 3.789 3.264
C -0.818 -1.836 4.323
N 0.212 -1.051 3.855
C 2.689 0.252 3.006
C 3.774 0.932 2.523
C 1.005 0.560 -3.000
O 0.076 0.760 -2.146
C -2.370 4.985 1.545
H 3.823 -2.084 -5.500
C 1.692 -0.807 -3.142
C 0.341 -0.551 2.551
```

Density functional theory data (ωB97M-V/def2-TZVPD) for C34H45BrN3O2S5SbTa as an isolated structure.

Energy above the lowest of the compared OMol25 structures with the same formula, charge and spin   0.0538 eV
Net charge   -1
HOMO   -0.1633 hartree

Structure (XYZ):
```
92
C34H45BrN3O2S5SbTa, DFT ωB97M-V/def2-TZVPD
H 5.716 -1.600 -2.810
C -0.426 -5.552 -3.310
H -2.817 3.851 0.924
N 0.473 -0.958 5.119
H -4.638 4.653 0.180
C -3.507 4.256 -1.654
C -4.810 4.328 -0.847
C -1.479 2.213 0.910
H -2.631 -4.059 -6.086
Br -0.167 0.118 -2.359
H -5.497 5.041 -1.310
Ta 0.465 -1.644 0.217
C -1.367 -4.580 -2.968
C 3.449 -1.023 -0.830
C 3.740 0.904 4.746
H 0.909 1.984 2.142
C -2.009 -4.490 -5.311
H -4.311 2.983 -3.230
C 4.969 1.543 4.844
O 2.398 -0.412 -0.632
H -2.536 5.858 -0.543
C 5.662 -1.304 -1.760
N 1.830 0.154 3.576
H -0.965 -5.809 -6.651
S 2.813 0.113 5.986
S 1.340 -3.375 -1.238
H -2.932 -3.186 -0.217
C -2.833 -3.409 -1.277
H 4.393 0.720 -3.203
C 5.522 2.088 3.695
C -1.921 2.262 -1.873
C -2.328 3.125 0.291
H -0.284 -5.602 -0.519
H -5.299 3.352 -0.812
C -1.502 0.994 3.113
C 0.256 2.732 2.579
C 3.049 0.810 3.530
H -1.572 -4.903 0.455
O -0.032 0.279 0.571
C -2.149 -4.056 -3.997
H 6.560 -0.736 -1.511
C -2.791 5.611 -1.575
C -0.836 1.250 0.094
H 5.301 2.407 1.582
H -0.512 -2.362 -2.324
C 1.596 -0.276 4.764
H -1.972 -6.037 -0.838
C -0.281 -5.991 -4.619
H -0.013 -1.338 4.313
C -1.076 -5.465 -5.630
C 3.624 1.347 2.379
C -1.212 2.327 2.412
C -3.863 3.973 -3.114
H 0.221 -5.961 -2.545
N 4.483 -0.504 -1.501
H -0.900 0.188 2.705
C 4.397 0.806 -2.113
H -2.557 0.728 2.998
H -2.053 2.223 -2.945
H -1.864 5.588 -2.152
C -1.304 -5.220 -0.550
H -2.987 4.030 -3.763
H 0.607 -1.677 5.816
H 0.515 2.825 3.637
H -3.141 3.191 2.982
C -0.395 -2.943 -1.414
H 5.485 1.614 5.793
H 5.251 1.415 -1.810
H 0.462 -6.745 -4.850
Sb 0.666 -4.208 2.319
H -3.649 -4.075 -1.578
H 3.610 -2.028 -0.431
H 5.635 -2.201 -1.144
H 0.437 3.693 2.087
H 3.476 1.283 -1.791
C -1.467 -4.058 -1.526
C -2.073 3.400 3.080
H 3.104 1.249 1.433
H -1.278 1.074 4.179
C -2.587 3.177 -1.080
C -1.077 1.344 -1.271
C 4.853 1.983 2.473
H -2.939 -2.466 -1.820
H 6.479 2.592 3.747
S 0.599 -4.235 4.600
H -2.880 -3.289 -3.778
H -1.833 3.412 4.145
H -3.427 6.407 -1.973
S -1.141 -2.457 1.736
H -4.584 4.715 -3.465
H -1.872 4.399 2.685
S 2.230 -2.378 1.712
```

Density functional theory data (ωB97M-V/def2-TZVPD) for C26H34Br54ClF3N2O2P as an isolated structure in a non-equilibrium geometry.

Net charge   +1
HOMO   -0.4039 hartree

Structure (XYZ):
```
123
C26H34Br54ClF3N2O2P, DFT ωB97M-V/def2-TZVPD
C -7.040 -5.130 -5.240
C -7.210 -4.103 1.566
C -11.457 -1.111 -1.896
H -6.337 -4.585 -5.852
Br 13.120 -5.182 -5.422
Br -1.108 0.072 -2.932
C 0.980 3.143 -6.074
H -2.574 4.211 2.196
H -8.188 5.747 6.685
H 10.807 1.358 -3.140
Br -10.154 -0.107 -0.883
H 6.174 2.585 -0.693
H 4.288 -2.390 -0.409
H -2.050 -0.273 1.104
C 11.382 1.700 -2.291
Br 14.430 6.289 -3.684
Br -8.453 -3.910 -4.772
Br -1.453 6.306 2.838
C -4.644 -2.052 2.387
C 1.444 -1.662 -8.843
C 5.886 2.312 0.316
H -5.627 1.021 8.957
H -2.700 1.579 11.016
C 13.850 7.486 -2.299
Br 7.405 3.490 -2.602
H 1.716 -2.472 -9.504
Br 5.162 -0.417 -2.337
Br -3.985 -0.486 10.571
Br -10.070 4.352 7.457
Br -2.191 0.302 13.062
C -6.465 -4.274 0.250
H -2.435 -1.960 0.888
C -8.988 5.253 6.151
Br 12.483 8.679 -2.925
H -4.668 -2.512 3.376
F -6.642 1.006 2.953
Br -6.076 -5.747 -3.693
H 12.236 -7.433 -4.934
Br -3.328 4.391 4.540
Br -4.088 2.347 7.566
H 0.135 -3.075 1.995
H -11.449 -2.118 -1.507
Br 12.638 -3.875 -0.627
Br 13.614 -7.077 -2.922
H 8.671 3.198 -4.697
H -3.439 -0.567 3.380
C -2.524 0.162 -4.232
C -7.573 -2.670 1.991
H -8.164 -4.613 1.449
H -5.386 -4.215 0.338
Br 6.387 3.778 1.445
Br 2.910 -2.170 1.629
O -7.514 0.480 -0.739
C -6.685 -0.244 3.417
C 0.373 2.276 1.209
C -2.327 -1.179 1.638
C -3.312 0.960 11.656
H -6.700 -4.619 2.376
Br -6.798 3.191 8.994
Br -8.158 4.020 4.928
Br 3.662 -4.749 -0.070
N -7.641 -0.088 0.201
Br -4.452 5.788 1.919
Br -10.933 -1.205 -3.737
Br 12.035 -1.530 1.425
H 1.287 2.348 -5.412
Br 6.810 0.696 0.786
H -4.087 0.006 1.876
Br 11.837 3.536 -2.616
Br -6.819 0.902 6.803
H -4.335 -2.810 1.671
Br -0.495 3.478 -0.010
Br 2.625 0.705 -3.888
H 1.232 2.794 1.616
C 7.781 2.717 -4.317
Br 10.260 1.514 -0.748
Br 10.677 -6.069 -3.597
Br 13.284 6.525 -0.736
H -0.787 -3.489 3.258
H 14.700 8.089 -2.018
Br -1.899 -0.361 -5.965
Br -0.018 4.401 -5.021
H -8.373 -2.297 1.354
Br -0.154 -0.868 -9.557
C 3.360 -2.860 -0.112
C 13.378 -2.424 0.387
N -0.800 -3.005 2.372
Br 12.946 0.586 -2.189
Br -0.785 1.809 2.669
F -5.789 -0.383 4.406
Br -7.696 -6.595 -6.284
H -3.288 -0.540 -3.932
Br 2.585 3.925 -6.782
Br 2.901 -0.414 -8.829
Br -13.231 -0.432 -1.680
Br 1.156 -2.431 -7.106
Br 3.989 2.029 0.250
Br -9.978 6.605 5.221
C -1.173 -1.589 2.563
Br -0.088 2.342 -7.448
C 12.392 -6.566 -4.309
H -6.673 -5.266 -0.137
C -3.640 -0.865 2.355
Br -3.333 1.904 -4.254
Br -4.735 2.059 12.322
F -7.905 -0.483 3.920
C 4.395 -0.051 -4.059
Br 1.011 0.691 0.334
C -5.810 1.763 8.194
H -7.983 -2.703 3.001
H 13.759 -1.703 -0.321
H -0.311 -0.972 2.330
Br 8.161 0.839 -4.179
Br 4.392 -1.593 -5.189
P -6.260 -1.457 2.021
H 5.023 0.691 -4.533
O -6.180 -0.596 0.718
Br 14.857 -2.991 1.471
Cl -7.045 -3.148 -0.995
Br 2.044 -2.377 -1.424
H -1.426 -1.413 3.609
Br 6.358 3.058 -5.564
C -2.904 5.056 2.785
```

Density functional theory data (ωB97M-V/def2-TZVPD) for C4H4O2 in the gas phase.

Energy above the lowest of the compared OMol25 structures with the same formula, charge and spin   1.9407 eV
HOMO   -0.3868 hartree

Structure (XYZ):
```
10
C4H4O2, DFT ωB97M-V/def2-TZVPD
O 1.224 -0.337 0.564
H -3.132 0.660 0.223
H 0.188 -2.031 0.184
O 2.449 1.382 -0.193
C -2.184 0.176 0.133
C 1.398 0.966 0.202
H 0.479 1.580 0.302
C -1.122 -0.371 -0.014
H 0.502 -1.028 -1.228
C 0.199 -0.999 -0.173
```

Density functional theory data (ωB97M-V/def2-TZVPD) for C5H22F6Hg2NO14P2S2 as an isolated structure in a non-equilibrium geometry.

Net charge   +1
HOMO   -0.4227 hartree

Structure (XYZ):
```
54
C5H22F6Hg2NO14P2S2, DFT ωB97M-V/def2-TZVPD
O 4.168 -1.096 -0.713
O 0.584 1.604 -0.179
H -3.514 2.383 1.589
P 0.371 0.153 -0.029
C -2.614 2.694 2.127
H -2.712 -5.394 -1.476
F -0.613 -0.069 1.201
P 4.031 -0.050 -1.774
O 2.119 -3.410 -1.135
H -5.274 -0.870 0.998
C -3.485 -1.123 2.154
O 1.511 -0.806 0.145
H -1.251 -5.202 -0.464
H -2.964 -1.173 1.191
H -1.784 2.162 1.649
S 5.017 2.947 1.021
H -1.037 -5.446 -2.155
H 1.150 -3.395 -1.327
H 1.030 2.428 -3.524
H -4.589 0.623 1.544
C -1.707 -4.979 -1.432
F 5.449 3.076 -0.526
F -0.428 -0.385 -1.309
H -1.916 -0.885 3.347
Hg 2.148 3.089 -1.035
H -5.412 -0.278 2.741
H -1.915 0.927 -4.038
H -3.589 -2.168 2.462
F 5.441 0.463 -2.197
O 5.850 3.940 1.656
C -4.792 -0.403 1.855
O 2.984 4.647 2.762
H -2.121 -3.376 -2.737
O -2.656 2.233 3.444
H -0.429 -1.975 -1.662
O 3.466 2.276 3.188
S 3.047 3.301 2.294
H -2.432 3.760 2.022
N 3.539 3.232 0.676
O -2.798 -0.516 3.248
O 0.752 2.939 -2.751
H 2.555 -3.455 -1.997
H -2.566 -3.103 -1.027
F 1.529 2.892 1.990
O 3.184 1.176 -1.590
O 5.345 1.559 1.252
F 3.545 -0.762 -3.115
H -2.736 1.265 3.495
O -0.486 -2.943 -1.619
Hg 2.929 -2.384 0.744
C -1.798 -3.490 -1.700
H -0.177 3.158 -2.908
O -2.275 0.175 -3.558
H -1.671 0.034 -2.820
```

Density functional theory data (ωB97M-V/def2-TZVPD) for C8H12Cl2HoMnN2O4 as an isolated structure in a non-equilibrium geometry.

Multiplicity   9
Net charge   +4
HOMO (spin up / spin down)   -0.8765 / -0.8673 hartree

Structure (XYZ):
```
30
C8H12Cl2HoMnN2O4, DFT ωB97M-V/def2-TZVPD
H -0.278 -2.444 0.095
H -1.318 -1.097 3.624
O 3.867 3.041 -5.283
C 0.280 -1.873 0.881
H 0.616 -2.591 1.642
H -2.190 2.243 -0.351
C -0.473 -2.270 -2.770
H -1.758 1.502 3.574
C -2.453 1.273 2.758
Cl 2.669 1.971 -1.837
C -0.981 0.245 1.005
Mn 4.303 1.006 -3.229
H -0.839 2.905 0.628
O -0.393 0.507 -0.130
Cl 2.904 -1.934 -1.001
C 4.290 -0.768 -4.007
H -2.529 3.111 1.176
O -0.967 -3.014 -3.498
H -2.502 -1.691 2.376
H -3.160 2.098 2.714
C -1.834 2.434 0.670
H 1.223 -1.309 0.559
C 4.172 2.166 -4.570
H -1.024 -2.608 2.754
C -1.437 -1.598 2.651
Ho 0.831 -0.659 -1.408
N -0.653 -0.943 1.600
H -2.994 0.354 2.981
N -1.796 1.200 1.453
O 4.425 -1.258 -5.058
```